The following is a DFT calculation (ωB97M-V/def2-TZVPD) of a 6-piece molecular cluster, C32H35F40NO9PS overall.

## Properties
- electronic energy (eV) = -182493.1582
- M (Da) = 1400.6
- frontier orbital gap (eV) = 6.257
- HOMO (eV) = -4.7400
- total charge = -1
- multiplicity = 1

The geometry in XYZ format:
```
119
C32H35F40NO9PS (ωB97M-V/def2-TZVPD)
C 0.218 -3.625 -4.450
O -0.795 -4.610 -4.621
C -0.518 -5.516 -5.678
C 0.381 -6.661 -5.186
C 1.901 -6.413 -5.328
C 2.636 -6.219 -3.981
C 3.434 -4.923 -3.876
C 3.588 -4.387 -2.422
O 3.468 -3.147 -2.329
O 3.811 -5.234 -1.544
N 4.799 -5.003 -4.483
O 5.094 -6.249 -5.109
P 5.136 -3.749 -5.557
S 4.606 -3.845 -7.429
H 1.021 -3.769 -5.171
H -0.198 -2.622 -4.567
H 0.646 -3.709 -3.448
H -1.480 -5.900 -6.027
H -0.043 -4.982 -6.510
H 0.115 -6.801 -4.135
H 0.086 -7.583 -5.699
H 2.346 -7.240 -5.885
H 2.068 -5.529 -5.951
H 1.896 -6.148 -3.180
H 3.257 -7.078 -3.737
H 2.873 -4.158 -4.420
H 5.763 -6.625 -4.525
H 4.549 -2.697 -4.850
H 6.521 -3.592 -5.425
C 0.189 1.771 -2.162
C 0.329 0.546 -3.075
C 1.716 -0.096 -3.179
F 2.593 0.786 -3.715
F 1.643 -1.170 -3.977
F -0.153 0.824 -4.306
F -0.470 -0.412 -2.521
O 0.204 3.046 -2.785
C 1.347 3.746 -2.996
C 1.559 4.058 -4.482
F 1.643 2.916 -5.185
F 2.721 4.741 -4.627
F 2.426 3.163 -2.457
F 1.201 4.954 -2.358
H -0.814 1.693 -1.747
H 0.889 1.720 -1.328
H 2.073 -0.416 -2.197
H 0.744 4.661 -4.874
C 2.065 4.903 1.619
C 1.000 3.876 1.218
C -0.044 3.480 2.266
F 0.527 2.878 3.323
F -0.910 2.604 1.696
F 1.585 2.769 0.717
F 0.279 4.455 0.215
O 3.330 4.396 1.988
C 3.641 4.060 3.273
C 4.042 2.583 3.397
F 3.029 1.791 3.005
F 4.316 2.322 4.696
F 2.658 4.374 4.137
F 4.732 4.781 3.630
H 2.255 5.463 0.704
H 1.675 5.606 2.356
H -0.607 4.353 2.606
H 4.925 2.382 2.787
C -2.808 0.074 6.523
C -4.337 0.137 6.606
C -5.137 -1.139 6.316
F -4.947 -1.542 5.046
F -6.453 -0.860 6.481
F -4.805 1.147 5.845
F -4.622 0.436 7.914
O -2.206 0.544 5.333
C -1.973 -0.290 4.274
C -2.674 0.192 2.998
F -4.010 0.252 3.185
F -2.418 -0.691 2.010
F -2.290 -1.566 4.556
F -0.647 -0.250 4.010
H -2.466 0.774 7.284
H -2.424 -0.902 6.805
H -4.856 -1.940 7.000
H -2.304 1.175 2.714
C -1.130 10.131 -4.866
C -0.148 10.109 -6.045
C -0.658 9.572 -7.386
F -1.008 8.276 -7.280
F 0.333 9.673 -8.297
F 0.988 9.476 -5.698
F 0.159 11.421 -6.291
O -1.034 9.078 -3.930
C -1.740 7.916 -4.061
C -0.814 6.696 -4.135
F 0.018 6.797 -5.195
F -1.566 5.584 -4.291
F -2.594 7.951 -5.099
F -2.479 7.760 -2.937
H -0.853 11.019 -4.300
H -2.154 10.276 -5.213
H -1.517 10.154 -7.731
H -0.221 6.612 -3.224
C -1.740 -7.095 8.836
C -3.165 -7.651 8.709
C -3.817 -7.635 7.322
F -3.962 -6.370 6.881
F -5.043 -8.194 7.420
F -3.979 -7.058 9.605
F -3.073 -8.975 9.038
O -1.612 -5.771 9.321
C -1.604 -4.691 8.491
C -2.736 -3.708 8.822
F -3.939 -4.293 8.696
F -2.675 -2.682 7.929
F -1.626 -5.034 7.195
F -0.454 -4.009 8.711
H -1.277 -7.707 9.607
H -1.174 -7.247 7.917
H -3.221 -8.206 6.606
H -2.623 -3.318 9.834
```



The following is a DFT calculation (ωB97M-V/def2-TZVPD) of C32H35FeN6O8S as an isolated structure.

## Properties
- relative energy (zero: lowest compared OMol25 entry of this formula, charge and spin) (kcal per mole) = 4.25
- electronic energy (eV) = -104296.9948
- M (Da) = 719.6
- frontier orbital gap (alpha / beta) (eV) = 8.518 / 7.616
- HOMO (alpha / beta) (eV) = -7.9183 / -8.0881
- ⟨S²⟩ = 8.761
- total charge = 0
- multiplicity = 6

The geometry in XYZ format:
```
83
C32H35FeN6O8S (ωB97M-V/def2-TZVPD)
Fe -0.972 0.896 -0.896
N -0.138 -7.059 -2.553
C -0.393 -5.936 -1.787
C 0.339 -4.761 -1.994
C 0.125 -3.654 -1.200
C -0.827 -3.706 -0.186
C -1.561 -4.862 0.030
C -1.347 -5.971 -0.770
S -1.078 -2.309 0.844
O 0.238 -1.834 1.248
O -1.985 -2.664 1.897
N -1.635 -1.156 -0.139
C -2.957 -0.957 -0.346
N -3.147 0.276 -0.856
C -4.386 0.676 -1.102
C -5.464 -0.150 -0.856
C -5.162 -1.416 -0.364
N -3.935 -1.838 -0.108
H 0.340 -6.917 -3.426
H -0.855 -7.764 -2.585
H 1.086 -4.722 -2.778
H 0.698 -2.752 -1.371
H -2.298 -4.879 0.819
H -1.917 -6.876 -0.604
H -4.503 1.682 -1.490
H -6.477 0.167 -1.045
H -5.953 -2.134 -0.171
O 0.869 -0.203 -0.616
C 2.097 0.508 -0.764
C 1.746 1.758 -1.608
O 2.628 2.470 -2.033
O 0.479 1.939 -1.785
C 3.052 -0.426 -1.491
C 3.074 -0.480 -2.880
C 3.836 -1.434 -3.535
C 4.586 -2.349 -2.808
C 4.568 -2.303 -1.422
C 3.806 -1.344 -0.769
C 2.644 1.001 0.571
C 3.872 1.659 0.590
C 4.374 2.178 1.770
C 3.665 2.036 2.958
C 2.451 1.370 2.947
C 1.937 0.862 1.759
H 0.814 -0.766 0.197
H 2.502 0.237 -3.456
H 3.852 -1.457 -4.617
H 5.185 -3.090 -3.320
H 5.147 -3.013 -0.847
H 3.789 -1.317 0.313
H 4.418 1.782 -0.336
H 5.326 2.693 1.764
H 4.064 2.431 3.882
H 1.897 1.231 3.867
H 0.988 0.349 1.785
C 0.274 4.167 0.779
N -0.431 3.641 1.937
C -0.271 4.376 3.181
C -1.495 4.187 4.053
C -1.697 2.701 4.262
N -1.763 2.026 2.976
C -2.360 0.699 2.949
C -1.091 2.468 1.886
O -1.090 1.760 0.856
H -0.047 5.195 0.608
H 0.050 3.582 -0.107
H 1.353 4.150 0.952
H -0.117 5.425 2.929
H 0.628 4.030 3.704
H -2.369 4.606 3.550
H -1.370 4.694 5.009
H -2.627 2.496 4.795
H -0.878 2.289 4.864
H -3.255 0.711 3.570
H -1.675 -0.065 3.323
H -2.640 0.441 1.933
C -1.236 1.063 -4.447
O -1.980 2.112 -3.805
C -1.888 2.113 -2.483
O -2.333 2.974 -1.763
H -1.399 1.202 -5.511
H -1.614 0.091 -4.129
H -0.182 1.166 -4.199
```



The following is a DFT calculation (ωB97M-V/def2-TZVPD) of C32H35GaN5O3P2S2Se2 as an isolated structure.

## Properties
- relative energy (zero: lowest compared OMol25 entry of this formula, charge and spin) (kcal per mole) = 0.00
- electronic energy (eV) = -270660.3048
- M (Da) = 891.4
- frontier orbital gap (eV) = 7.808
- HOMO (eV) = -10.3606
- total charge = +1
- multiplicity = 1

The geometry in XYZ format:
```
82
C32H35GaN5O3P2S2Se2 (ωB97M-V/def2-TZVPD)
Ga 0.995 -2.272 -1.102
Se -3.167 2.427 0.687
P -2.610 0.990 2.113
C -3.976 0.111 2.899
C -5.232 0.147 2.303
C -6.287 -0.544 2.880
C -6.090 -1.264 4.048
C -4.836 -1.296 4.646
C -3.778 -0.611 4.075
C -1.553 1.648 3.437
C -1.711 2.985 3.794
C -0.932 3.531 4.802
C 0.016 2.750 5.449
C 0.182 1.420 5.091
C -0.601 0.865 4.089
C -1.596 -0.312 1.366
C -0.865 -0.367 0.187
N -0.274 -1.590 0.209
N -0.605 -2.233 1.315
N -1.400 -1.481 2.019
P -0.541 0.706 -1.211
Se 0.823 -0.414 -2.567
C -1.990 1.036 -2.204
C -2.337 2.326 -2.590
C -3.449 2.514 -3.394
C -4.210 1.425 -3.795
C -3.860 0.139 -3.405
C -2.741 -0.062 -2.616
C 0.326 2.186 -0.690
C 0.871 3.018 -1.668
C 1.590 4.140 -1.290
C 1.778 4.423 0.058
C 1.249 3.585 1.030
C 0.522 2.465 0.658
H -5.378 0.724 1.399
H -7.265 -0.512 2.418
H -6.915 -1.799 4.499
H -4.684 -1.855 5.559
H -2.805 -0.640 4.547
H -2.435 3.595 3.268
H -1.064 4.568 5.080
H 0.625 3.179 6.235
H 0.917 0.808 5.597
H -0.469 -0.176 3.820
H -1.771 3.178 -2.239
H -3.730 3.514 -3.695
H -5.083 1.578 -4.415
H -4.454 -0.708 -3.720
H -2.457 -1.067 -2.325
H 0.740 2.791 -2.720
H 2.003 4.794 -2.046
H 2.337 5.302 0.350
H 1.389 3.803 2.080
H 0.114 1.819 1.422
C 3.468 0.462 0.054
N 4.227 -0.375 -0.876
C 5.438 0.265 -1.390
C 3.966 -1.664 -1.074
S 2.940 -2.523 0.075
N 4.503 -2.306 -2.108
C 4.722 -3.752 -2.116
C 4.688 -1.669 -3.414
H 3.428 1.471 -0.354
H 3.956 0.480 1.030
H 2.455 0.093 0.167
H 5.850 0.879 -0.591
H 5.227 0.903 -2.247
H 6.171 -0.488 -1.664
H 4.704 -4.142 -1.104
H 5.706 -3.934 -2.549
H 3.961 -4.239 -2.721
H 4.189 -0.705 -3.434
H 4.208 -2.313 -4.151
H 5.742 -1.551 -3.664
C 1.120 -5.909 -2.912
S 0.679 -4.214 -3.068
O -0.322 -4.076 -4.073
O 1.903 -3.420 -3.217
O 0.149 -3.852 -1.670
H 1.554 -6.220 -3.859
H 0.212 -6.472 -2.711
H 1.831 -6.015 -2.096
```



The following is a DFT calculation (ωB97M-V/def2-TZVPD) of C32H35IN6PPd as an isolated structure.

## Properties
- relative energy (zero: lowest compared OMol25 entry of this formula, charge and spin) (kcal per mole) = 17.71
- electronic energy (eV) = -63534.4433
- M (Da) = 768.0
- frontier orbital gap (eV) = 5.817
- HOMO (eV) = -15.6571
- total charge = +3
- multiplicity = 1

The geometry in XYZ format:
```
76
C32H35IN6PPd (ωB97M-V/def2-TZVPD)
Pd 0.916 -0.109 0.034
C 5.041 -0.053 -1.409
C 3.940 0.121 -0.584
N 2.717 -0.258 -0.971
C 2.608 -0.845 -2.183
C 3.733 -0.989 -2.993
N 4.935 -0.591 -2.616
C 1.275 -1.362 -2.504
C 0.918 -2.001 -3.666
C -0.377 -2.524 -3.812
C -1.251 -2.364 -2.743
C -0.842 -1.707 -1.590
N 0.392 -1.207 -1.487
C -1.678 -1.434 -0.426
C -2.859 -2.080 -0.199
N -3.794 -1.575 0.680
C -3.386 -0.638 1.446
C -1.982 -0.190 1.521
N -1.194 -0.434 0.399
C -0.784 -3.212 -5.049
C 0.140 -3.927 -5.807
C -0.298 -4.566 -6.958
N -1.554 -4.522 -7.384
C -2.432 -3.835 -6.664
C -2.105 -3.170 -5.491
H 6.026 0.250 -1.076
H 4.053 0.555 0.394
H 3.658 -1.447 -3.970
H 1.620 -2.091 -4.482
H -2.255 -2.757 -2.807
H -3.153 -2.949 -0.769
H -4.113 -0.155 2.095
H -1.931 0.849 1.842
H 1.173 -4.033 -5.501
H 0.395 -5.141 -7.560
H -3.449 -3.811 -7.039
H -2.866 -2.606 -4.970
I 2.131 1.914 1.682
C -0.635 1.422 5.601
C 0.616 1.807 4.792
C 1.832 1.042 5.296
C 0.852 3.320 4.887
P 0.122 1.477 3.025
C 0.116 -0.365 2.947
C -1.218 -0.929 2.975
C -1.370 -2.351 2.960
C -0.271 -3.180 2.836
C 0.994 -2.603 2.762
C 1.186 -1.203 2.805
C -0.868 4.612 -0.869
C -1.848 5.312 -0.059
C 0.403 5.252 -1.188
C -1.179 3.301 -1.441
H -0.510 1.800 6.616
H -0.752 0.339 5.679
H -1.553 1.862 5.205
H 1.997 1.298 6.343
H 2.741 1.308 4.753
H 1.691 -0.038 5.247
H 1.018 3.586 5.932
H -0.009 3.891 4.536
H 1.738 3.630 4.331
H -1.855 -0.474 3.747
H -2.368 -2.767 3.032
H -0.388 -4.255 2.822
H 1.869 -3.238 2.689
H 2.199 -0.820 2.786
H -1.437 6.091 0.577
H -2.541 4.646 0.453
H -2.461 5.825 -0.831
H 0.875 5.641 -0.281
H 0.153 6.160 -1.762
H 1.080 4.634 -1.771
H -2.197 2.964 -1.276
H -0.458 2.571 -1.030
H -0.932 3.327 -2.509
```



The following is a DFT calculation (ωB97M-V/def2-TZVPD) of C32H35N5O8PS3SbW as an isolated structure.

## Properties
- relative energy (zero: lowest compared OMol25 entry of this formula, charge and spin) (kcal per mole) = 58.54
- electronic energy (eV) = -107735.5626
- M (Da) = 1050.4
- frontier orbital gap (alpha / beta) (eV) = 5.267 / 4.420
- HOMO (alpha / beta) (eV) = -10.4425 / -10.4424
- ⟨S²⟩ = 0.761
- total charge = +1
- multiplicity = 2

The geometry in XYZ format:
```
86
C32H35N5O8PS3SbW (ωB97M-V/def2-TZVPD)
W 0.153 -0.562 1.267
C -1.818 4.848 0.853
C -0.754 4.719 1.736
C 0.099 3.628 1.642
C -0.116 2.668 0.664
C -1.161 2.808 -0.239
C -2.012 3.896 -0.139
N 0.760 1.536 0.583
C 1.777 1.616 -0.235
C 2.147 2.769 -1.011
C 3.300 2.746 -1.712
C 4.183 1.610 -1.706
C 3.861 0.496 -1.019
C 2.621 0.462 -0.310
N 2.207 -0.573 0.422
N 3.010 -1.580 0.545
C 2.596 -2.464 1.483
C 3.440 -3.544 1.782
C 3.089 -4.411 2.779
C 1.892 -4.190 3.467
C 1.101 -3.135 3.103
N 1.425 -2.262 2.122
H -2.484 5.697 0.930
H -0.582 5.471 2.495
H 0.940 3.529 2.317
H -1.288 2.064 -1.011
H -2.827 4.004 -0.843
H 1.498 3.631 -1.019
H 3.578 3.614 -2.296
H 5.108 1.660 -2.263
H 4.503 -0.370 -0.990
H 4.356 -3.637 1.218
H 3.726 -5.247 3.034
H 1.567 -4.840 4.266
H 0.166 -2.984 3.611
O 1.186 0.186 2.831
C 0.766 1.108 3.662
C -0.537 1.419 3.858
C -0.898 2.444 4.794
C -2.182 2.793 4.939
C -3.231 2.170 4.168
C -2.963 1.196 3.292
C -1.589 0.703 3.070
O -1.268 0.627 1.691
N -2.536 3.862 5.875
O -1.636 4.395 6.492
O -3.716 4.126 5.989
H 1.551 1.608 4.224
H -0.128 2.947 5.364
H -4.243 2.521 4.309
H -3.746 0.746 2.701
S -4.285 -1.103 0.889
Sb -2.775 -2.501 1.895
S -1.317 -1.162 3.443
S -0.838 -2.736 0.560
C 2.808 -2.008 -3.180
C 1.507 -2.743 -2.918
C 1.747 -4.103 -2.290
C 0.664 -2.851 -4.176
O 0.773 -2.002 -1.877
P -0.133 -0.736 -2.090
O 0.428 0.378 -2.860
O -0.396 -0.329 -0.569
O -1.498 -1.325 -2.582
C -2.536 -0.650 -3.380
C -2.048 -0.537 -4.813
C -2.832 0.715 -2.783
C -3.732 -1.577 -3.264
H 3.366 -2.522 -3.963
H 3.417 -1.994 -2.277
H 2.615 -0.983 -3.497
H 2.321 -4.731 -2.971
H 0.799 -4.598 -2.074
H 2.310 -3.994 -1.361
H 1.189 -3.481 -4.894
H 0.513 -1.872 -4.634
H -0.307 -3.298 -3.962
H -1.133 0.052 -4.863
H -2.813 -0.045 -5.415
H -1.867 -1.526 -5.236
H -2.003 1.400 -2.960
H -3.020 0.633 -1.709
H -3.724 1.129 -3.255
H -3.475 -2.572 -3.627
H -4.557 -1.192 -3.864
H -4.059 -1.654 -2.227
```



Question: Look up the multiplicity of the fourth one.
Answer: 1